This record from the Open Molecules 2025 dataset describes a molecular structure, C35H28IrN5O2S. The level of theory is the ωB97M-V functional and the def2-TZVPD basis.

Values from the calculation:
Max |F|   0.8 eV Å⁻¹
Frontier orbital gap (spin up / spin down)   4.997 / 7.099 eV
Multiplicity   5
Net charge   0
LUMO (spin up / spin down)   -0.427 / -1.323 eV

```
72
C35H28IrN5O2S the ωB97M-V functional and the def2-TZVPD basis
Ir 1.021 -0.222 0.820
C -2.596 0.889 -3.511
C -2.560 2.420 -3.523
C -2.046 2.874 -4.898
C -3.991 2.931 -3.299
C -1.647 2.985 -2.439
C -1.516 4.379 -2.307
C -0.706 4.961 -1.351
C 0.000 4.128 -0.495
S 1.083 4.518 0.812
C 1.309 2.817 1.113
N 0.638 2.043 0.311
C -0.113 2.738 -0.607
C -0.935 2.169 -1.579
C 2.127 2.234 2.156
C 2.848 2.994 3.077
C 3.595 2.361 4.052
C 3.620 0.973 4.103
C 2.899 0.219 3.183
C 2.137 0.827 2.194
H -3.259 0.541 -4.304
H -2.977 0.508 -2.562
H -1.606 0.467 -3.689
H -2.684 2.471 -5.687
H -1.029 2.511 -5.057
H -2.036 3.961 -4.991
H -4.654 2.529 -4.068
H -4.048 4.019 -3.338
H -4.358 2.607 -2.324
H -2.063 5.031 -2.975
H -0.625 6.037 -1.274
H -0.985 1.089 -1.619
H 2.819 4.077 3.022
H 4.159 2.942 4.769
H 4.203 0.471 4.866
H 2.940 -0.862 3.246
O -4.752 -5.043 1.806
N -3.634 -5.019 1.279
O -3.164 -5.999 0.678
C -2.866 -3.840 1.399
C -3.312 -2.877 2.318
C -2.612 -1.698 2.537
C -2.988 -0.721 3.508
C -2.210 0.390 3.683
C -1.055 0.560 2.914
N -0.686 -0.327 1.983
C -1.441 -1.428 1.784
C -1.028 -2.359 0.767
N 0.020 -1.988 -0.004
C 0.454 -2.806 -0.962
C -0.114 -4.049 -1.165
C -1.176 -4.461 -0.384
C -1.700 -3.594 0.599
H -4.215 -3.076 2.874
H -3.880 -0.896 4.094
H -2.463 1.139 4.420
H -0.411 1.416 3.054
H 1.276 -2.451 -1.569
H 0.279 -4.697 -1.936
H -1.620 -5.433 -0.512
N 2.579 -0.481 -0.149
C 3.543 -1.384 -0.265
C 3.648 -2.480 0.645
C 4.614 -3.444 0.479
C 5.517 -3.365 -0.580
C 5.454 -2.289 -1.463
C 4.500 -1.309 -1.315
H 2.929 -2.534 1.453
H 4.668 -4.268 1.179
H 6.265 -4.136 -0.708
H 6.165 -2.224 -2.277
H 4.451 -0.464 -1.990
```